Here is 3 unconnected molecules or ions with the total composition C35H68BrN4O4S from OMol25. Energies are from ωB97M-V with the def2-TZVPD basis set.

```
113
C35H68BrN4O4S, DFT ωB97M-V with the def2-TZVPD basis set
C 1.479 -0.260 3.340
C 2.557 0.236 2.369
C 1.960 1.093 1.253
C 1.707 0.248 0.001
N 0.968 0.967 -1.032
C -0.050 0.229 -1.768
C -0.040 0.257 -3.316
C -1.119 1.235 -3.813
C -0.305 -1.108 -3.965
C -1.684 -1.738 -3.777
C -1.953 -2.374 -2.397
C -2.803 -1.525 -1.427
C -4.128 -2.190 -1.018
C -5.256 -1.185 -0.707
C -6.606 -1.601 -1.317
C -7.833 -1.206 -0.489
C -7.830 0.203 0.101
C -7.995 1.349 -0.918
O -8.011 0.870 -2.244
C -8.146 1.900 -3.213
N 1.264 0.805 -3.896
C 2.358 -0.195 -4.146
C 2.778 -1.002 -2.936
S 3.713 -2.456 -3.537
C 2.986 -3.673 -2.523
N 3.559 -4.567 -1.803
N 2.537 -5.325 -1.241
C 1.439 -4.808 -1.658
O 1.628 -3.753 -2.495
C 1.737 2.050 -3.203
C 1.705 2.040 -1.660
C 1.282 3.429 -1.132
Br -0.639 3.651 -1.109
C 1.960 4.608 -1.825
C 1.880 5.900 -0.992
H 0.667 -0.718 2.771
H 1.080 0.598 3.869
H 1.885 -0.967 4.057
H 3.257 0.841 2.945
H 3.151 -0.579 1.959
H 1.054 1.609 1.565
H 2.700 1.854 0.987
H 2.687 -0.115 -0.322
H 1.133 -0.626 0.312
H 0.001 -0.810 -1.449
H -1.037 0.579 -1.469
H -0.921 2.256 -3.499
H -1.206 1.195 -4.900
H -2.069 0.963 -3.370
H 0.424 -1.855 -3.648
H -0.148 -0.978 -5.041
H -2.502 -1.070 -4.038
H -1.723 -2.548 -4.505
H -2.483 -3.308 -2.579
H -1.001 -2.667 -1.950
H -2.979 -0.539 -1.857
H -2.216 -1.359 -0.522
H -3.933 -2.794 -0.135
H -4.446 -2.851 -1.823
H -5.363 -1.102 0.373
H -4.982 -0.214 -1.116
H -6.696 -1.146 -2.300
H -6.614 -2.682 -1.454
H -8.728 -1.325 -1.096
H -7.928 -1.917 0.335
H -8.673 0.259 0.788
H -6.935 0.388 0.688
H -7.184 2.075 -0.789
H -8.925 1.889 -0.710
H -9.071 1.753 -3.766
H -7.297 1.857 -3.892
H -8.177 2.881 -2.741
H 0.981 1.107 -4.828
H 3.222 0.373 -4.487
H 2.080 -0.834 -4.978
H 3.455 -0.425 -2.317
H 1.946 -1.381 -2.362
H 0.432 -5.103 -1.429
H 1.134 2.864 -3.591
H 2.752 2.250 -3.533
H 2.736 1.951 -1.310
H 1.590 3.441 -0.089
H 2.993 4.351 -2.057
H 1.434 4.793 -2.761
H 1.419 6.696 -1.571
H 1.251 5.761 -0.117
H 2.862 6.255 -0.694
C 1.447 2.111 8.418
C 1.587 0.596 8.547
C 0.944 0.117 7.253
O 1.192 1.136 6.279
C 1.681 2.314 6.928
H 2.149 2.670 9.034
H 0.435 2.419 8.688
H 2.642 0.316 8.572
H 1.105 0.184 9.432
H -0.139 -0.003 7.368
H 1.359 -0.826 6.894
H 2.748 2.420 6.706
H 1.156 3.183 6.528
C 6.994 -2.980 2.115
C 6.424 -2.625 3.486
C 5.825 -1.250 3.225
O 5.402 -1.249 1.856
C 5.941 -2.397 1.185
H 7.140 -4.048 1.964
H 7.953 -2.480 1.965
H 5.640 -3.333 3.762
H 7.168 -2.614 4.281
H 6.569 -0.459 3.363
H 4.966 -1.031 3.861
H 5.134 -3.111 1.006
H 6.348 -2.087 0.221
```

Summary:
energy relative to the best compared isomer or geometry (same formula, charge and spin)	5.25	kcal per mole
E	-132417.2459	eV
charge	+1

Löwdin atomic charge list, values in e, 6 entries: number 1, C, carries -0.090; number 2, C, carries -0.252; number 3, C, carries -0.185; number 4, C, carries -0.182; number 5, N, carries -0.114; number 6, C, carries -0.102

Here is 4 unconnected molecules or ions with the total composition C35H69ClN5O11P from OMol25. Energies are from ωB97M-V with the def2-TZVPD basis set.

```
122
C35H69ClN5O11P, DFT ωB97M-V with the def2-TZVPD basis set
C -1.905 2.643 0.877
C -2.109 1.377 0.063
C -2.766 1.418 -1.474
C -1.644 1.422 -2.666
P -2.186 3.003 -3.667
O -1.302 3.262 -4.951
O -1.998 4.441 -2.641
O -3.886 2.937 -4.070
C -0.148 1.849 -2.155
O 0.315 2.874 -1.437
N 0.751 0.765 -2.769
C 0.198 -0.056 -3.955
C 0.934 -1.521 -3.645
C 2.555 -1.420 -3.427
C 0.679 0.693 -5.371
Cl 1.477 -0.532 -6.573
C 1.649 1.993 -5.130
C 3.196 1.652 -4.716
C -1.430 0.034 -3.574
O -2.371 0.338 -4.703
C -2.152 -1.330 -2.971
C -3.084 -2.329 -3.855
C -3.706 -3.641 -3.177
N -3.644 -4.173 -1.788
C -2.780 -3.231 -1.024
C -2.007 -1.894 -1.451
H -2.411 3.660 0.534
H -1.180 2.624 1.818
H -1.814 0.380 0.616
H -3.589 0.592 -1.557
H -3.349 2.459 -1.512
H -2.657 5.151 -2.961
H -4.271 2.021 -3.932
H 0.657 0.039 -1.996
H 0.512 -2.034 -2.652
H 0.714 -2.321 -4.504
H 3.170 -1.114 -4.374
H 2.917 -2.525 -3.153
H 2.894 -0.751 -2.521
H -0.254 1.109 -5.989
H 1.707 2.553 -6.183
H 1.225 2.797 -4.382
H 3.780 2.693 -4.711
H 3.258 1.275 -3.584
H 3.766 0.960 -5.467
H -2.091 -0.264 -5.460
H -3.297 -2.086 -4.987
H -4.344 -4.335 -3.914
H -2.646 -3.546 0.122
H -1.338 -1.317 -0.671
C 1.851 -5.210 -5.887
O 1.706 -5.117 -4.476
C 0.430 -5.568 -4.007
C 0.573 -6.886 -3.227
N 0.918 -7.999 -4.117
C 1.340 -9.213 -3.409
C 2.621 -9.126 -2.552
O 3.817 -8.940 -3.311
C 4.094 -7.590 -3.651
H 2.768 -4.689 -6.170
H 1.939 -6.251 -6.202
H 1.009 -4.733 -6.402
H -0.304 -5.655 -4.816
H 0.065 -4.800 -3.316
H -0.371 -7.110 -2.720
H 1.345 -6.736 -2.467
H 1.676 -7.711 -4.731
H 1.501 -9.978 -4.177
H 0.511 -9.565 -2.785
H 2.736 -10.094 -2.050
H 2.547 -8.384 -1.750
H 3.747 -6.884 -2.891
H 3.658 -7.353 -4.623
H 5.178 -7.478 -3.751
C -2.654 0.432 7.888
O -2.025 1.466 7.143
C -0.688 1.744 7.576
C 0.331 1.287 6.517
N 0.396 -0.175 6.432
C 1.130 -0.668 5.262
C 0.560 -0.326 3.869
O -0.684 -0.966 3.578
C -1.827 -0.291 4.082
H -3.711 0.409 7.615
H -2.218 -0.540 7.650
H -2.578 0.621 8.966
H -0.470 1.310 8.559
H -0.613 2.832 7.675
H 1.321 1.677 6.777
H 0.029 1.725 5.561
H -0.551 -0.548 6.392
H 1.162 -1.759 5.353
H 2.168 -0.318 5.323
H 1.271 -0.710 3.129
H 0.496 0.752 3.687
H -1.698 0.796 4.103
H -2.074 -0.668 5.076
H -2.675 -0.522 3.431
C -1.225 7.069 6.520
O -0.576 7.771 5.468
C 0.849 7.804 5.604
C 1.517 6.935 4.525
N 1.278 5.508 4.764
C 1.644 4.649 3.632
C 0.874 4.850 2.310
O -0.504 4.475 2.377
C -1.363 5.480 2.894
H -2.300 7.243 6.434
H -1.046 5.996 6.440
H -0.892 7.432 7.500
H 1.178 7.522 6.611
H 1.152 8.844 5.441
H 2.596 7.124 4.526
H 1.114 7.245 3.557
H 0.290 5.366 4.963
H 1.481 3.617 3.962
H 2.719 4.752 3.443
H 1.327 4.180 1.570
H 0.984 5.860 1.901
H -1.025 6.491 2.647
H -1.467 5.363 3.973
H -2.357 5.337 2.458
```

Summary:
SMILES string	C=CC[C@@]1(P(=O)(O)O)C(=O)N[C@](CC)([C@H](Cl)CC)[C@@]1(O)c1ccncc1.COCCNCCOC.COCCNCCOC.COCCNCCOC
energy relative to the best compared isomer or geometry (same formula, charge and spin)	286.94	kcal per mole
E	-89181.5364	eV
charge	0

Löwdin atomic charge list, values in e, 6 entries: number 1, C, carries 0.018; number 2, C, carries -0.124; number 3, C, carries -0.161; number 4, C, carries -0.229; number 5, P, carries 0.792; number 6, O, carries -0.352

Highest occupied orbital energy values, unit eV, following the record order: -10.99 -8.70.
Kohn-Sham gap values, unit eV, following the record order: 8.43 8.02.